# C13H17Cl5GeN6PW

A structure of composition C13H17Cl5GeN6PW in a non-equilibrium geometry (ωB97M-V/def2-TZVPD, the Open Molecules 2025 dataset).

The value obtained for the LUMO energy (spin up / spin down) is -16.3784 / -16.0837 eV. The HOMO energy (spin up / spin down) is -21.175 / -21.178 eV. Its net charge is +4. As for the multiplicity: 2. Its orbital gap (spin up / spin down) is 4.797 / 5.094 eV. The calculation puts the total energy at -5618.96343 Eh.

Structure (XYZ):
```
44
Properties=species:S:1:pos:R:3:forces:R:3
W -1.42448 -0.83946 -0.97531 1.4 0.4 -0.9
C 2.20301 -1.29163 3.27420 1.2 0.3 1.0
N 1.19602 -1.65184 2.31455 -1.0 1.0 -1.4
C 0.61532 -2.86943 2.23322 -1.1 -0.8 -0.9
C -0.27737 -2.82360 1.18839 0.2 -1.1 0.9
N -0.24346 -1.58101 0.62380 -0.3 0.6 -0.4
C 0.66709 -0.87423 1.33996 0.7 0.6 0.4
P 1.26944 0.82052 0.90089 -0.5 -0.3 -0.6
C -0.35605 1.64374 0.54623 0.8 -0.1 0.5
N -1.31159 1.17919 -0.29553 0.3 -0.4 0.2
C -2.21506 2.19389 -0.44215 -0.6 1.1 0.1
C -1.80218 3.26612 0.31401 -0.8 -0.5 -0.7
N -0.65023 2.90598 0.91916 -0.1 -1.5 -0.6
C 0.11244 3.74677 1.79860 1.0 0.9 0.8
C 1.48692 0.37622 -0.88456 0.4 0.3 0.7
N 0.51041 -0.11822 -1.68684 -0.3 -0.4 0.5
C 1.07385 -0.25243 -2.92070 0.9 0.0 -0.8
C 2.39232 0.14376 -2.85555 -1.0 -0.5 -0.9
N 2.62919 0.53989 -1.59010 -1.8 -0.3 0.7
C 3.88910 1.01599 -1.09275 1.4 0.3 0.5
H 2.00721 -1.78054 4.23088 -0.2 0.1 -0.1
H 3.19651 -1.62300 2.95503 -0.2 0.0 -0.2
H 2.23437 -0.21441 3.42620 -0.1 -0.1 0.0
H 0.84809 -3.69228 2.88790 0.1 0.0 0.1
H -0.90309 -3.62126 0.82582 0.0 0.0 0.0
H -3.09569 2.13461 -1.05823 0.0 -0.1 0.0
H -2.25929 4.23033 0.45177 0.0 0.1 0.0
H -0.50334 4.57909 2.13876 0.0 -0.2 0.0
H 0.46186 3.18904 2.66724 -0.1 0.0 -0.1
H 0.97543 4.16677 1.27672 -0.1 0.0 0.0
H 0.53679 -0.60026 -3.78479 0.0 0.0 0.0
H 3.14588 0.15168 -3.62332 0.1 0.1 -0.1
H 4.44465 1.51176 -1.89157 -0.2 0.0 0.1
H 3.74595 1.71752 -0.27033 0.0 0.0 -0.1
H 4.50693 0.18240 -0.74421 -0.2 0.0 0.0
Cl -3.15031 -0.52346 1.08383 0.3 0.6 -0.2
C -4.09611 -1.96252 0.72787 -0.9 -0.4 0.6
Cl -3.25533 -2.66649 -0.66104 0.2 -0.6 -0.2
H -5.12076 -1.68333 0.45969 0.3 0.0 -0.1
H -4.08259 -2.65634 1.57733 0.1 0.2 -0.3
Cl -2.51663 -1.60636 -5.99485 0.1 0.0 0.6
Ge -3.01627 -2.13067 -4.01816 -1.0 -1.0 -1.9
Cl -2.92627 -0.07919 -2.75548 0.6 1.1 1.5
Cl -0.94267 -2.55333 -2.61661 0.6 0.7 1.6
```
Positions in Å, forces in eV/Å.

---

# C13H17ClMgN2

A structure of composition C13H17ClMgN2 in a non-equilibrium geometry (ωB97M-V/def2-TZVPD, the Open Molecules 2025 dataset).

The value obtained for the LUMO energy (spin up / spin down) is -0.5751 / -1.7168 eV. The HOMO energy (spin up / spin down) is -8.019 / -7.232 eV. Its energy above the lowest of the compared OMol25 structures with the same formula, charge and spin is 12.74 kcal per mole. Its orbital gap (spin up / spin down) is 7.444 / 5.516 eV. The calculation puts the total energy at -1275.16737 Eh.

Structure (XYZ):
```
34
Properties=species:S:1:pos:R:3:forces:R:3
C -1.48431 2.63621 1.00741 0.0 5.1 0.4
C 1.41784 2.05199 0.98883 2.0 3.0 0.2
H -1.76197 3.00352 0.03120 0.9 0.3 -0.9
H -0.69835 3.45721 1.50558 -2.9 -1.9 -0.8
H -2.50050 2.42368 1.32396 0.3 -0.1 1.5
H 2.06132 1.46565 0.38011 0.1 -0.4 -1.4
H 1.05644 3.04750 0.54673 1.1 -1.4 0.8
H 2.04735 2.07784 1.89426 -0.9 0.7 0.2
C -2.17906 0.84924 -1.66532 0.2 -0.5 -1.3
C -2.61081 0.39236 -2.91600 1.0 -0.7 0.4
C -1.86606 -0.63082 -3.52821 0.3 0.2 0.3
C -0.72557 -1.12327 -2.87191 0.0 0.4 0.7
H -2.76007 1.57047 -1.12817 -0.1 0.4 0.2
H -3.48898 0.82809 -3.34809 -0.3 -0.1 -0.2
H -2.15792 -1.06814 -4.49514 0.1 0.3 0.6
H -0.15167 -1.95375 -3.28338 -0.3 0.3 -0.1
N -1.06015 0.43201 -1.10148 0.9 -0.6 1.2
C -0.33151 -0.56953 -1.61682 -1.5 -0.3 -1.7
C 0.75783 -1.17784 -0.81185 0.6 -0.2 1.2
N 0.95183 -0.70314 0.43477 -0.4 0.2 -0.5
C 1.89165 -1.20188 1.23891 0.1 -0.3 -0.2
C 2.48363 -2.82115 -0.43306 -0.1 0.7 1.0
C 2.69222 -2.27990 0.85753 -0.2 -0.1 -0.7
H 1.99292 -0.70705 2.21868 -0.1 -0.4 -0.6
H 3.44847 -2.67653 1.54330 -0.3 0.1 -0.4
C 1.51058 -2.26715 -1.25214 -0.2 0.0 -0.4
H 1.29589 -2.68213 -2.23679 0.4 0.0 0.3
H 3.06336 -3.66027 -0.77836 0.1 -0.1 0.0
Mg -0.32376 1.11471 1.04533 -0.8 -4.8 0.0
C -0.14249 0.23714 3.37113 0.4 -1.2 2.5
H 0.87587 0.42617 3.75835 0.0 0.4 -0.7
H -0.38797 -0.86434 3.30900 1.0 1.6 1.0
H -0.91953 0.82703 3.91220 0.9 -0.6 -0.4
Cl -1.99654 -0.45391 2.09941 -2.0 -0.1 -2.3
```
Positions in Å, forces in eV/Å.

---

# C13H17ClN2O

A structure of composition C13H17ClN2O in a non-equilibrium geometry (ωB97M-V/def2-TZVPD, the Open Molecules 2025 dataset).

The value obtained for the LUMO energy is 0.4233 eV. The HOMO energy is -8.692 eV. Its energy above the lowest of the compared OMol25 structures with the same formula, charge and spin is 258.77 kcal per mole. Its orbital gap is 9.115 eV. The calculation puts the total energy at -1150.14828 Eh.

Structure (XYZ):
```
34
Properties=species:S:1:pos:R:3:forces:R:3
O -0.98570 -2.18948 0.14628 0.9 1.0 -1.0
C -0.95346 -1.03733 -0.29026 -7.6 -1.9 0.6
N -2.13135 -0.37264 -0.70671 -4.1 -7.5 0.8
C -2.40948 0.87655 -1.12461 -2.7 2.8 -1.2
H -3.32386 0.77030 -1.89076 1.5 0.7 1.8
C -2.69821 1.76698 0.15126 0.5 3.9 -2.0
C -4.18956 1.87768 0.72444 2.4 3.5 -8.8
C -4.99889 0.77612 0.28730 -2.6 0.7 7.6
H -5.90567 0.92134 0.95291 0.1 -0.2 -1.1
H -5.30919 0.63646 -0.62461 -1.3 0.1 -5.2
C -4.36095 -0.36831 0.79574 -2.1 -9.9 -5.3
H -3.75161 -0.33744 1.53686 3.3 0.8 5.4
H -5.05137 -1.46872 0.94553 1.2 3.5 0.1
C -3.48611 -1.09959 -0.33959 1.8 -1.3 -0.1
H -3.21781 -2.21922 -0.24107 -0.1 2.0 1.1
H -4.20128 -1.25936 -1.15098 0.5 1.0 -0.9
H -4.05641 2.15058 1.65777 -0.3 0.8 4.8
H -4.60925 2.75649 0.07148 0.7 -0.8 1.7
H -1.93676 1.57564 0.86188 0.4 -1.2 1.2
H -2.28659 2.89167 -0.03281 -1.4 -2.1 -0.1
H -1.66552 1.21169 -1.81014 1.0 1.0 -0.2
N -0.13055 -0.09106 -0.18422 11.4 -9.7 6.3
C 1.31815 -0.38760 -0.06508 -0.6 0.3 1.1
C 1.72076 -1.74726 0.27908 3.8 4.5 -3.3
C 3.13041 -1.85217 0.06184 -1.8 -9.0 4.3
C 4.13172 -0.96108 0.27170 -1.0 -5.8 -0.5
C 3.59298 0.11512 0.05234 -3.6 15.6 -1.7
C 2.27619 0.71358 -0.17804 2.1 -14.0 1.4
H 1.82404 1.52744 -0.21024 -2.3 8.0 -0.5
Cl 4.73230 1.58472 0.08904 0.1 -0.4 0.1
H 5.11080 -1.05189 0.38656 3.9 -1.0 0.5
H 3.44801 -3.05465 0.35318 -0.6 3.2 -1.4
H 1.10989 -2.57026 0.15014 -1.1 -1.3 0.3
H -0.20132 0.66638 -0.52429 -2.3 12.7 -5.7
```
Positions in Å, forces in eV/Å.

---

# C13H17ClN2O

An isolated molecule of C13H17ClN2O (ωB97M-V/def2-TZVPD, the Open Molecules 2025 dataset).

The value obtained for the LUMO energy is 0.5821 eV. The HOMO energy is -8.391 eV. Its energy above the lowest of the compared OMol25 structures with the same formula, charge and spin is 0.00 kcal per mole. Its SMILES is C[C@H]1CCCCN1C(=O)Nc1cccc(Cl)c1. Its orbital gap is 8.973 eV. The calculation puts the total energy at -1150.56066 Eh.

Structure (XYZ):
```
34
Properties=species:S:1:pos:R:3:forces:R:3
C -2.08780 -1.24716 1.35180 0.1 0.0 -0.3
C -1.70890 -0.66187 -0.01384 0.0 -0.4 0.0
C -2.92519 -0.50060 -0.94167 0.0 0.0 0.1
C -3.82103 0.66911 -0.55446 0.1 0.1 -0.2
C -2.97719 1.93665 -0.51478 -0.1 -0.2 0.3
C -1.83637 1.74833 0.47597 0.0 0.5 -0.1
N -1.00979 0.60358 0.12691 -0.2 0.1 -0.1
C 0.34572 0.79394 0.15740 0.0 -0.2 0.0
O 0.82802 1.90444 0.26091 0.4 0.3 0.1
N 1.11585 -0.34890 0.05970 -0.5 -0.4 0.0
C 2.50023 -0.45013 -0.03073 0.5 0.1 0.0
C 3.04460 -1.72750 -0.18080 -0.1 0.1 0.0
C 4.41086 -1.90085 -0.27535 0.0 0.1 0.0
C 5.26574 -0.81336 -0.22073 0.1 0.1 0.0
C 4.71771 0.44978 -0.07009 -0.1 -0.4 0.0
Cl 5.76596 1.82131 0.00616 0.1 0.2 0.0
C 3.35228 0.64957 0.02463 -0.1 0.2 0.0
H -2.83102 -0.63139 1.84880 -0.1 0.1 0.1
H -2.49670 -2.24696 1.22936 -0.1 -0.1 0.0
H -1.20977 -1.30445 1.99220 0.1 0.0 0.1
H -1.05067 -1.37715 -0.52055 -0.1 0.1 0.0
H -3.48989 -1.43448 -0.93645 0.0 -0.1 0.0
H -2.55889 -0.33383 -1.95726 0.0 0.0 0.0
H -4.62853 0.76718 -1.28190 -0.1 0.0 0.1
H -4.27346 0.49503 0.42345 -0.1 0.0 0.0
H -3.57836 2.79437 -0.21165 0.0 0.1 0.0
H -2.56828 2.13744 -1.50652 0.0 0.1 0.0
H -1.18125 2.62030 0.48407 -0.1 -0.2 0.1
H -2.24421 1.61117 1.48530 0.0 0.1 0.0
H 0.64678 -1.24074 0.05929 0.0 0.2 0.0
H 2.38937 -2.58664 -0.22488 -0.1 -0.1 0.0
H 4.81682 -2.89415 -0.39355 0.0 -0.1 0.0
H 6.33354 -0.94085 -0.29245 0.1 0.0 0.0
H 2.94381 1.63881 0.14173 0.0 0.0 0.0
```
Positions in Å, forces in eV/Å.

---

# C13H17F3NO10

A cluster of 4 separate species, C13H17F3NO10 in total in a non-equilibrium geometry (ωB97M-V/def2-TZVPD, the Open Molecules 2025 dataset).

The value obtained for the LUMO energy is 2.3303 eV. The HOMO energy is -2.496 eV. Its net charge is -1. Its orbital gap is 4.827 eV. The calculation puts the total energy at -1612.33061 Eh.

Structure (XYZ):
```
44
Properties=species:S:1:pos:R:3:forces:R:3
C 3.48325 -2.70527 -0.44651 0.1 0.4 -0.1
C 2.42288 -3.03206 -1.22501 -0.1 -0.4 -0.3
N 1.17648 -2.51036 -1.25295 0.2 1.0 0.2
C 0.22925 -3.48060 -1.11761 0.4 -0.3 -0.3
O -1.04546 -3.17280 -1.90261 -0.3 0.1 -0.1
C -1.93295 -2.42739 -1.31099 0.0 -0.1 -0.1
F -2.84851 -1.98057 -2.21120 0.1 0.0 0.1
F -2.65907 -3.07889 -0.34515 0.0 0.1 -0.1
F -1.43846 -1.33050 -0.68543 -0.2 0.0 0.0
H 4.21614 -3.45553 -0.18401 0.6 0.1 -0.8
H 3.63656 -1.68851 -0.10565 -0.4 -0.1 0.8
H 2.63638 -3.78924 -2.01397 -0.3 -0.9 0.8
H 0.51264 -4.46718 -1.53474 -0.1 0.0 0.0
H -0.13235 -3.65861 -0.08588 -0.2 0.1 0.0
C -2.91464 1.56987 0.91933 0.0 -0.1 0.0
C -1.41723 1.34871 0.85776 0.0 -0.1 0.0
O -0.92313 2.70344 0.80524 0.0 0.0 0.0
C -1.84408 3.51498 1.33694 0.0 0.0 0.0
O -1.67472 4.66836 1.60512 0.0 0.0 0.1
O -3.00834 2.86168 1.54514 0.0 0.0 0.0
H -3.44300 0.83105 1.51396 0.0 0.1 0.1
H -3.36566 1.63187 -0.07178 0.0 0.0 0.0
H -1.02553 0.87402 1.75681 0.0 0.0 0.0
H -1.09226 0.79394 -0.01408 0.1 0.1 0.0
C 4.66737 -1.22481 -6.02265 0.0 -0.1 0.0
C 3.72903 -2.33479 -5.57716 0.0 0.0 -0.1
O 3.82893 -2.26314 -4.16212 0.1 0.0 0.0
C 4.21735 -1.01337 -3.80843 -0.2 -0.1 0.0
O 4.21932 -0.58269 -2.71219 0.2 0.3 0.0
O 4.60500 -0.31836 -4.92738 0.0 0.0 0.0
H 4.35453 -0.72372 -6.93570 0.0 0.1 0.0
H 5.69590 -1.57709 -6.13482 0.0 0.0 0.0
H 2.69363 -2.14552 -5.86861 0.0 0.0 0.0
H 4.02573 -3.32381 -5.91751 0.0 0.0 0.1
C -2.80453 4.35598 6.17628 0.0 0.0 -0.1
C -3.03261 3.96886 4.72706 0.0 0.2 0.0
O -2.82681 2.55146 4.76397 0.0 0.0 0.0
C -3.04859 2.11323 6.02159 0.0 0.0 0.0
O -3.12582 0.97382 6.34513 0.0 0.0 0.0
O -3.17619 3.16277 6.87314 0.0 0.0 0.0
H -3.41952 5.18647 6.51197 -0.1 -0.1 0.0
H -1.75561 4.57191 6.38682 0.0 0.0 0.0
H -4.05350 4.16611 4.39691 0.0 0.0 0.0
H -2.34178 4.43632 4.03097 0.0 -0.1 0.0
```
Positions in Å, forces in eV/Å.

---

# C13H17IMgN2O3S

A structure of composition C13H17IMgN2O3S in a non-equilibrium geometry (ωB97M-V/def2-TZVPD, the Open Molecules 2025 dataset).

The value obtained for the LUMO energy is -0.5631 eV. The HOMO energy is -7.723 eV. Its energy above the lowest of the compared OMol25 structures with the same formula, charge and spin is 11.63 kcal per mole. Its orbital gap is 7.160 eV. The calculation puts the total energy at -1736.92680 Eh.

Structure (XYZ):
```
38
Properties=species:S:1:pos:R:3:forces:R:3
C 2.31107 2.73354 0.55195 1.2 0.3 0.2
C 2.77056 1.38145 -0.06001 1.5 0.8 -0.4
H 1.66270 3.31181 -0.11803 0.0 -0.1 0.3
H 3.21150 3.35140 0.71549 -0.5 -0.2 0.0
H 1.86327 2.63558 1.55756 0.1 0.2 -0.4
H 2.10786 0.99326 -0.83972 0.3 -0.1 0.1
H 3.73394 1.54896 -0.56886 -0.5 -0.1 0.0
H 2.98258 0.63694 0.71208 -0.3 0.1 -0.2
C -2.12608 1.89409 -1.18295 -0.2 -0.1 0.0
C -3.35151 1.61156 -1.80165 0.5 -0.2 0.1
C -3.55330 0.33126 -2.31567 0.3 0.2 0.2
C -2.53779 -0.61041 -2.17563 0.8 0.2 0.4
H -1.94101 2.87022 -0.72405 -0.1 -0.3 -0.2
H -4.10394 2.39434 -1.84976 0.1 -0.2 -0.1
H -4.48234 0.06149 -2.80903 0.1 0.1 0.1
H -2.64691 -1.62842 -2.53352 -0.2 0.3 0.0
N -1.14084 0.99913 -1.05282 0.1 -0.5 -0.2
C -1.33344 -0.25584 -1.53337 -0.9 0.7 -0.3
C -0.23543 -1.23582 -1.34645 1.0 -0.8 0.0
N 0.81980 -0.83126 -0.61148 -0.5 -0.1 0.1
C 1.81397 -1.68347 -0.34313 -0.2 -0.3 -0.6
C 0.82160 -3.39145 -1.70049 0.0 0.4 0.2
C 1.88406 -2.95962 -0.90558 -0.2 0.4 0.2
H 2.59369 -1.33487 0.33859 -0.3 -0.1 -0.3
H 2.76228 -3.56202 -0.69262 -0.3 -0.1 -0.1
C -0.25745 -2.53313 -1.90361 0.1 0.7 0.3
H -1.12038 -2.82055 -2.49066 0.3 -0.2 0.0
H 0.83124 -4.37758 -2.15214 0.0 0.1 0.1
Mg 0.59061 1.22115 0.55777 -2.5 -1.1 0.6
I -0.87718 3.34598 1.95154 0.2 -0.2 -0.2
C -0.64244 -0.29621 4.02294 0.1 -0.1 -0.2
S -0.15570 -0.76658 2.36032 -0.6 0.4 0.6
O -0.00421 -2.20808 2.33236 0.1 0.7 -0.2
O -1.17220 -0.19490 1.44709 0.9 -0.4 0.4
O 1.12856 0.00311 2.13756 -0.3 -0.2 -0.3
H -1.65732 -0.66412 4.20367 0.2 0.0 -0.1
H -0.60872 0.79629 4.10365 0.0 -0.3 -0.1
H 0.05886 -0.76721 4.71867 -0.1 0.1 -0.2
```
Positions in Å, forces in eV/Å.